{
  "formula": "C20H21BrN2O3",
  "method": "ωB97M-V with the def2-TZVPD basis set",
  "e_above_lowest_kj_mol": 41.66,
  "smiles": "O=CN1CCN(C(=O)C[C@@H](c2ccccc2)c2cc(Br)ccc2O)CC1",
  "orbital_gap_ev": 9.1,
  "e_homo_ev": -8.68,
  "max_force_ev_per_a": 0.6,
  "species": ["O", "C", "N", "C", "H", "H", "C", "N", "C", "O", "C", "H", "H", "C", "C", "C", "C", "C", "C", "C", "H", "H", "H", "H", "H", "C", "C", "C", "C", "C", "C", "O", "H", "H", "H", "Br", "H", "H", "C", "C", "H", "H", "H", "H", "H", "H", "H"],
  "xyz": [[6.222, -0.501, 0.732], [5.164, -0.766, 1.246], [4.079, -1.224, 0.596], [2.829, -1.526, 1.256], [2.723, -0.871, 2.126], [2.815, -2.568, 1.604], [1.671, -1.296, 0.270], [1.957, -0.142, -0.542], [1.425, 1.104, -0.456], [1.815, 1.997, -1.184], [0.289, 1.350, 0.521], [0.412, 2.371, 0.888], [0.302, 0.664, 1.365], [-1.040, 1.262, -0.252], [-1.244, -0.148, -0.761], [-1.816, -1.122, 0.048], [-1.951, -2.423, -0.405], [-1.509, -2.766, -1.672], [-0.939, -1.800, -2.484], [-0.810, -0.498, -2.032], [-0.370, 0.255, -2.669], [-0.599, -2.060, -3.476], [-1.613, -3.780, -2.026], [-2.402, -3.169, 0.231], [-2.166, -0.860, 1.038], [-2.243, 1.710, 0.537], [-2.250, 1.885, 1.909], [-3.410, 2.275, 2.559], [-4.582, 2.500, 1.865], [-4.585, 2.328, 0.492], [-3.433, 1.934, -0.174], [-3.410, 1.755, -1.519], [-4.277, 1.953, -1.893], [-5.494, 2.502, -0.067], [-5.479, 2.805, 2.382], [-3.380, 2.496, 4.454], [-1.355, 1.723, 2.487], [-0.956, 1.924, -1.121], [3.080, -0.341, -1.447], [4.076, -1.341, -0.845], [5.089, -1.127, -1.191], [3.817, -2.369, -1.122], [3.546, 0.636, -1.599], [2.718, -0.705, -2.416], [0.731, -1.191, 0.805], [1.566, -2.159, -0.396], [4.986, -0.674, 2.334]]
}



{
  "formula": "C20H21BrN3O6PPt",
  "method": "ωB97M-V with the def2-TZVPD basis set",
  "e_above_lowest_kj_mol": 0.00,
  "orbital_gap_ev": 7.9,
  "e_homo_ev": -7.72,
  "max_force_ev_per_a": 0.6,
  "species": ["Pt", "Br", "C", "C", "C", "C", "C", "C", "C", "C", "C", "C", "H", "H", "H", "H", "H", "H", "C", "O", "P", "O", "C", "O", "C", "H", "H", "H", "H", "H", "H", "H", "H", "H", "O", "N", "O", "O", "N", "C", "N", "C", "C", "C", "C", "C", "C", "H", "H", "H", "H", "H", "H"],
  "xyz": [[0.076, 1.316, 0.848], [-1.256, -1.313, 0.088], [-1.338, -1.716, 1.941], [-1.692, -2.989, 2.284], [-1.926, -3.315, 3.635], [-1.855, -2.341, 4.587], [-1.494, -1.013, 4.246], [-1.476, -0.005, 5.238], [-1.148, 1.278, 4.903], [-0.738, 1.575, 3.588], [-0.700, 0.625, 2.589], [-1.165, -0.682, 2.901], [-1.825, -3.734, 1.512], [-2.200, -4.328, 3.897], [-2.080, -2.560, 5.623], [-1.746, -0.271, 6.253], [-1.162, 2.063, 5.649], [-0.425, 2.589, 3.371], [2.092, -1.362, -0.805], [2.199, -1.146, 0.604], [1.985, 0.306, 1.230], [2.504, 0.044, 2.699], [1.932, -0.827, 3.685], [3.254, 1.078, 0.630], [3.647, 2.357, 1.127], [2.036, -2.436, -0.955], [2.967, -0.953, -1.309], [1.186, -0.901, -1.184], [2.692, -0.945, 4.452], [1.705, -1.798, 3.243], [1.033, -0.390, 4.110], [4.733, 2.364, 1.184], [3.238, 2.544, 2.120], [3.316, 3.133, 0.437], [-3.289, 3.288, -0.373], [-2.388, 2.481, -0.283], [-1.622, 2.558, 0.779], [-2.115, 1.653, -1.148], [1.138, 4.544, -1.659], [0.966, 3.817, -0.536], [0.760, 2.549, -0.786], [0.756, 2.428, -2.174], [0.520, 1.330, -2.997], [0.593, 1.525, -4.358], [0.882, 2.785, -4.908], [1.088, 3.888, -4.108], [1.012, 3.681, -2.734], [1.281, 5.537, -1.695], [0.990, 4.249, 0.451], [0.235, 0.378, -2.578], [0.402, 0.695, -5.025], [0.922, 2.894, -5.983], [1.286, 4.864, -4.528]]
}



{
  "formula": "C20H21ClN4O7Pt",
  "method": "ωB97M-V with the def2-TZVPD basis set",
  "e_above_lowest_kj_mol": 0.00,
  "charge": 2,
  "orbital_gap_ev": 6.0,
  "e_homo_ev": -15.82,
  "max_force_ev_per_a": 0.6,
  "species": ["Pt", "O", "C", "O", "C", "C", "Cl", "N", "N", "C", "C", "O", "O", "C", "C", "C", "C", "C", "C", "H", "H", "H", "H", "H", "H", "C", "N", "C", "C", "C", "O", "N", "C", "O", "H", "H", "H", "H", "H", "C", "C", "O", "C", "C", "H", "H", "H", "H", "H", "H", "H", "H", "H", "H"],
  "xyz": [[0.585, 0.234, -0.359], [4.082, -3.932, -2.414], [2.837, -4.380, -2.302], [2.498, -5.461, -2.669], [1.829, -3.456, -1.670], [0.472, -3.759, -1.450], [-0.392, -5.154, -1.783], [-0.130, -2.675, -0.903], [0.797, -1.726, -0.720], [1.945, -2.148, -1.223], [2.980, -1.084, -1.192], [4.115, -1.150, -1.524], [2.495, 0.107, -0.688], [-1.487, -2.393, -0.522], [-2.098, -1.302, -1.136], [-3.391, -0.964, -0.756], [-4.057, -1.730, 0.192], [-3.435, -2.832, 0.768], [-2.131, -3.168, 0.425], [4.232, -3.029, -2.094], [-1.618, -0.804, -1.972], [-3.892, -0.132, -1.232], [-5.073, -1.483, 0.469], [-3.965, -3.438, 1.490], [-1.639, -4.022, 0.873], [-0.979, 5.616, 0.152], [-0.727, 4.347, -0.560], [-0.856, 4.248, -1.889], [-0.610, 3.098, -2.611], [-0.197, 2.028, -1.849], [0.155, 0.813, -2.215], [-0.077, 2.107, -0.488], [-0.308, 3.267, 0.241], [-0.179, 3.352, 1.428], [-1.435, 6.315, -0.541], [-0.038, 6.014, 0.526], [-1.646, 5.427, 0.988], [-1.171, 5.153, -2.393], [-0.715, 3.056, -3.683], [2.798, 1.657, 1.759], [1.637, 0.984, 2.434], [1.083, -0.124, 1.599], [0.209, -1.014, 2.384], [-1.101, -0.359, 2.745], [3.116, 2.473, 2.409], [2.530, 2.103, 0.802], [3.639, 0.981, 1.615], [0.826, 1.674, 2.642], [1.950, 0.480, 3.347], [0.799, -1.286, 3.258], [0.080, -1.904, 1.776], [-0.974, 0.433, 3.480], [-1.763, -1.110, 3.175], [-1.601, 0.051, 1.861]]
}



{
  "formula": "C20H21ClO7PRu",
  "method": "ωB97M-V with the def2-TZVPD basis set",
  "e_above_lowest_kj_mol": 10.26,
  "s2": 6.02,
  "charge": 1,
  "orbital_gap_ev": [7.8, 6.5],
  "multiplicity": 5,
  "e_homo_ev": [-12.62, -12.71],
  "max_force_ev_per_a": 3.5,
  "species": ["Ru", "C", "C", "C", "O", "C", "O", "O", "H", "H", "H", "H", "H", "H", "H", "O", "C", "O", "C", "P", "C", "C", "C", "C", "C", "C", "C", "C", "C", "C", "C", "C", "H", "H", "H", "H", "H", "H", "H", "H", "H", "H", "H", "H", "Cl", "C", "C", "O", "O", "H", "H"],
  "xyz": [[0.732, -1.093, -0.716], [4.010, -1.277, 2.211], [3.484, -1.074, 0.825], [4.526, -1.229, -0.291], [2.391, -2.074, 0.520], [2.834, 0.267, 0.606], [3.081, 1.243, 1.251], [2.016, 0.332, -0.490], [4.753, -2.071, 2.266], [3.239, -1.518, 2.915], [4.575, -0.401, 2.495], [4.911, -2.252, -0.247], [5.337, -0.543, -0.267], [4.040, -1.095, -1.226], [2.782, -2.691, -0.089], [-2.060, -3.433, 0.692], [-1.626, -2.588, -0.022], [-0.423, -2.541, -0.623], [-2.410, -1.313, -0.216], [-1.245, 0.062, 0.254], [-1.698, 1.454, -0.725], [-3.056, 1.574, -1.075], [-3.544, 2.632, -1.825], [-2.572, 3.485, -2.306], [-1.214, 3.401, -1.976], [-0.745, 2.331, -1.236], [-1.560, 0.348, 1.994], [-1.562, 1.564, 2.574], [-1.870, 1.719, 3.932], [-2.238, 0.629, 4.683], [-2.281, -0.637, 4.081], [-1.882, -0.783, 2.773], [-3.405, -1.272, 0.338], [-2.547, -1.206, -1.284], [-3.808, 0.839, -0.767], [-4.607, 2.770, -2.124], [-2.972, 4.264, -2.942], [-0.486, 4.070, -2.477], [0.332, 2.202, -1.131], [-1.353, 2.529, 2.035], [-1.825, 2.689, 4.395], [-2.454, 0.728, 5.729], [-2.565, -1.490, 4.743], [-1.787, -1.765, 2.386], [2.339, -0.053, -5.415], [0.933, -1.113, -4.852], [0.770, -0.942, -3.378], [0.403, 0.087, -2.844], [1.097, -1.961, -2.683], [1.138, -2.125, -5.063], [0.072, -0.685, -5.407]]
}